{"formula": "C42H57BaBrN10O4SSi2", "method": "ωB97M-V with the def2-TZVPD basis set", "elements": ["Ba", "N", "C", "C", "C", "C", "C", "C", "S", "O", "O", "N", "C", "N", "C", "C", "C", "N", "H", "H", "H", "H", "H", "H", "H", "H", "H", "N", "C", "N", "C", "N", "N", "C", "N", "C", "C", "C", "C", "C", "N", "H", "H", "H", "H", "H", "H", "H", "H", "O", "O", "H", "H", "C", "C", "C", "C", "C", "C", "Si", "C", "C", "C", "C", "C", "C", "H", "H", "H", "H", "H", "H", "H", "H", "H", "H", "H", "C", "C", "C", "C", "Si", "Br", "C", "C", "C", "C", "C", "C", "C", "C", "H", "H", "H", "H", "H", "H", "H", "H", "H", "H", "H", "H", "H", "H", "H", "H", "H", "H", "H", "H", "H", "H", "H", "H", "H", "H", "H"], "positions_angstrom": [[-1.118, 0.286, -1.260], [3.376, -6.191, -1.247], [2.084, -5.636, -1.054], [0.951, -6.418, -1.249], [-0.313, -5.852, -1.133], [-0.436, -4.501, -0.859], [0.683, -3.688, -0.715], [1.934, -4.270, -0.831], [-2.049, -3.805, -0.627], [-2.124, -3.486, 0.781], [-2.989, -4.816, -1.060], [-2.061, -2.413, -1.446], [-2.817, -2.185, -2.519], [-2.979, -0.908, -2.988], [-3.733, -0.731, -4.061], [-4.370, -1.735, -4.757], [-4.139, -3.009, -4.244], [-3.394, -3.236, -3.198], [3.415, -7.175, -1.029], [4.091, -5.680, -0.752], [1.050, -7.475, -1.480], [-1.203, -6.456, -1.252], [0.542, -2.577, -0.480], [2.816, -3.642, -0.728], [-3.831, 0.308, -4.375], [-4.985, -1.546, -5.624], [-4.580, -3.892, -4.709], [-4.682, 1.345, -1.681], [-4.077, 2.197, -2.569], [-4.925, 3.015, -3.209], [-4.296, 3.832, -4.084], [-5.108, 4.693, -4.771], [-3.017, 3.888, -4.345], [-2.220, 3.006, -3.635], [-2.762, 2.141, -2.724], [-0.823, 3.020, -3.874], [-0.301, 3.928, -4.836], [1.048, 3.953, -5.103], [1.903, 3.087, -4.416], [1.320, 2.229, -3.487], [0.039, 2.151, -3.201], [-5.676, 1.397, -1.588], [-4.172, 0.670, -1.132], [-6.092, 4.684, -4.606], [-4.701, 5.320, -5.433], [-0.980, 4.587, -5.353], [1.450, 4.644, -5.837], [2.971, 3.084, -4.588], [1.964, 1.533, -2.890], [0.203, -1.096, -0.079], [-2.642, 2.178, 0.199], [-3.256, 1.690, 0.751], [-3.196, 2.594, -0.467], [5.688, 1.567, 0.234], [5.549, 0.193, 0.084], [4.479, -0.329, -0.622], [3.508, 0.498, -1.220], [3.672, 1.883, -1.051], [4.741, 2.405, -0.337], [2.096, -0.298, -2.160], [2.490, -1.371, -3.621], [3.294, -2.520, -3.539], [3.563, -3.292, -4.657], [3.033, -2.946, -5.893], [2.233, -1.817, -6.000], [1.967, -1.039, -4.884], [6.521, 1.979, 0.792], [6.276, -0.476, 0.531], [4.384, -1.405, -0.712], [2.957, 2.575, -1.477], [4.835, 3.480, -0.225], [0.743, -0.054, -1.805], [3.710, -2.816, -2.587], [4.183, -4.177, -4.561], [3.239, -3.555, -6.766], [1.814, -1.539, -6.961], [1.342, -0.159, -4.992], [-1.269, 2.624, 6.376], [-1.142, 2.582, 4.847], [-2.539, 2.734, 4.232], [-0.332, 3.798, 4.392], [-0.304, 0.938, 4.241], [-0.664, 0.755, 2.076], [-1.104, -0.629, 5.033], [-0.611, -0.849, 6.470], [-2.631, -0.504, 5.058], [-0.779, -1.879, 4.195], [1.615, 0.980, 4.441], [2.207, -0.411, 4.189], [2.025, 1.447, 5.845], [2.251, 1.916, 3.401], [-1.674, 3.595, 6.688], [-0.310, 2.492, 6.879], [-1.948, 1.857, 6.750], [-2.997, 3.662, 4.597], [-3.210, 1.918, 4.489], [-2.487, 2.795, 3.144], [-0.881, 4.716, 4.639], [-0.167, 3.791, 3.313], [0.636, 3.862, 4.888], [-0.784, 0.016, 7.115], [0.454, -1.079, 6.503], [-1.141, -1.701, 6.913], [-2.976, 0.273, 5.743], [-3.066, -1.450, 5.399], [-3.033, -0.295, 4.065], [0.286, -2.070, 4.109], [-1.178, -1.821, 3.182], [-1.231, -2.756, 4.675], [1.929, -1.126, 4.964], [3.302, -0.342, 4.190], [1.900, -0.813, 3.221], [1.584, 0.838, 6.636], [1.746, 2.485, 6.031], [3.115, 1.382, 5.948], [2.058, 1.572, 2.385], [3.338, 1.928, 3.544], [1.903, 2.943, 3.478]], "forces_ev_per_a": [[-1.749, -0.341, 1.026], [-0.110, 0.022, 0.019], [0.102, 0.128, -0.590], [-0.070, -0.136, 0.222], [-0.030, -0.019, -0.029], [0.116, 0.079, -0.346], [-0.005, -0.029, 0.036], [-0.065, -0.099, 0.230], [0.087, -0.292, 0.577], [-0.118, 0.338, 0.073], [-0.146, 0.020, -0.096], [-0.684, 0.546, -0.191], [-0.619, -1.420, -1.222], [0.294, -0.599, 0.643], [-0.001, 0.523, -0.140], [-0.030, 0.038, 0.052], [0.035, 0.032, 0.060], [0.158, -0.110, 0.159], [0.047, -0.001, 0.070], [0.018, -0.037, 0.050], [0.038, 0.004, 0.014], [-0.017, 0.019, -0.055], [0.043, 0.037, 0.108], [0.031, -0.022, 0.066], [0.010, -0.052, -0.042], [0.016, 0.033, 0.004], [0.031, 0.042, -0.050], [0.181, 0.112, 0.364], [0.219, -0.047, -0.426], [-0.168, 0.259, -0.209], [-0.029, -0.211, 0.190], [-0.107, 0.022, 0.027], [0.420, -0.159, 0.068], [-0.450, 0.217, -0.093], [-0.487, 0.166, 0.231], [0.333, -0.212, 0.000], [0.467, 0.072, -0.164], [-0.414, 0.110, -0.027], [0.133, -0.244, 0.212], [0.468, 0.353, 0.072], [-0.865, 0.592, -0.316], [-0.120, 0.002, -0.095], [-0.094, 0.016, -0.539], [-0.105, -0.063, 0.064], [0.106, 0.040, -0.065], [-0.057, -0.016, 0.024], [-0.058, 0.017, -0.014], [0.001, -0.076, 0.059], [-0.394, 0.891, -0.904], [0.950, 0.790, -0.148], [0.022, 0.252, 0.446], [-0.030, -0.006, 0.327], [-0.005, 0.110, -0.273], [0.053, 0.013, 0.029], [0.081, -0.023, -0.055], [0.103, 0.060, -0.153], [-0.078, -0.351, 0.000], [-0.100, -0.074, 0.161], [-0.030, 0.057, 0.036], [0.697, -1.517, 1.234], [0.070, 0.154, 0.066], [0.114, 0.137, -0.138], [0.098, 0.018, -0.023], [0.032, -0.035, -0.051], [-0.069, -0.009, -0.020], [-0.135, -0.133, 0.052], [-0.013, -0.002, 0.010], [-0.019, -0.008, 0.004], [-0.059, -0.002, 0.063], [-0.014, 0.003, -0.004], [-0.021, -0.005, -0.008], [1.921, 0.137, -1.134], [-0.041, -0.039, 0.040], [-0.030, -0.012, 0.025], [-0.013, -0.005, 0.008], [-0.008, 0.009, 0.014], [0.019, 0.015, 0.009], [-0.057, 0.048, 0.023], [0.047, -0.180, 0.010], [-0.071, 0.105, -0.036], [0.012, 0.098, 0.021], [-0.007, 0.053, 0.280], [0.124, -0.057, 0.259], [0.118, 0.024, -0.089], [-0.004, -0.036, 0.024], [-0.068, 0.007, 0.078], [-0.112, -0.041, -0.008], [-0.112, 0.080, -0.012], [0.040, -0.078, -0.022], [0.047, 0.013, 0.006], [0.081, 0.008, -0.054], [0.004, 0.005, -0.030], [0.015, 0.008, 0.008], [-0.015, -0.004, 0.001], [0.044, 0.008, 0.012], [-0.020, -0.017, 0.004], [0.030, -0.003, -0.005], [-0.037, -0.027, -0.005], [-0.019, 0.002, -0.011], [0.017, 0.004, -0.003], [-0.014, 0.000, 0.018], [0.010, -0.022, -0.007], [-0.010, -0.006, -0.028], [-0.008, 0.004, 0.013], [0.037, -0.025, -0.035], [0.002, -0.041, -0.018], [0.028, -0.021, -0.015], [0.021, -0.013, -0.015], [-0.027, 0.034, 0.028], [0.005, -0.007, 0.015], [-0.007, 0.049, -0.018], [0.021, 0.022, -0.021], [0.010, -0.019, 0.012], [0.012, 0.018, -0.002], [-0.001, -0.015, -0.026], [0.010, -0.040, -0.001], [-0.006, -0.046, 0.019], [0.003, 0.033, 0.002]], "e_above_lowest_kcal_mol": 69.5, "total_charge": -2, "gap_ha": [0.134, 0.160]}